Molecular formula: C33H51Br3N2O19
Method: DFT, ωB97M-V/def2-TZVPD

Results
HOMO-LUMO gap ... 9.3 eV
E_LUMO ... -0.839 eV
Electronic energy ... -10548.99218 Ha

Atoms and positions in Å:
C -3.091673 1.233505 3.947838
C -3.122274 -0.163058 3.914549
C -3.389745 -0.915752 5.031241
C -3.681127 -0.231393 6.218215
C -3.676277 1.139684 6.279778
C -3.358156 1.877922 5.141473
N -4.130732 -0.970231 7.412590
O -4.728884 -2.012439 7.191723
O -3.905483 -0.495702 8.506588
H -2.835852 1.860537 3.104633
H -2.906892 -0.686880 2.989396
H -3.552782 -1.979612 4.949438
H -3.946838 1.695635 7.167247
H -3.570951 2.938921 5.084232
C 0.293588 0.535729 1.598065
C -0.330378 1.765586 1.460705
C -0.748783 2.151271 0.202318
C -0.530444 1.319878 -0.883862
C 0.144140 0.111488 -0.753792
C 0.518272 -0.305892 0.512194
N -1.105886 1.697863 -2.165786
O -0.985964 0.913170 -3.088525
O -1.677074 2.764259 -2.253201
H 0.479239 0.179824 2.602412
H -0.480265 2.421577 2.306496
H -1.353681 3.032852 0.033897
H 0.184845 -0.518466 -1.632140
H 1.022667 -1.251026 0.660071
C 3.964684 -0.857994 -1.963900
C 4.848372 -2.077086 -1.815982
O 4.821628 -2.407500 -0.429512
C 5.790717 -3.205724 0.053752
O 6.699208 -3.645719 -0.580572
O 5.580925 -3.466984 1.337839
C 4.280270 -3.256809 1.885272
H 4.134331 -0.307459 -2.887636
H 4.153849 -0.188236 -1.118329
H 2.892646 -1.021036 -1.820331
H 5.869231 -1.882965 -2.153441
H 4.529828 -2.919407 -2.435777
H 4.040575 -2.199939 1.998248
H 4.395199 -3.600778 2.914675
H 3.493271 -3.807060 1.390260
C -1.796426 -1.730869 -5.249663
C -0.638950 -1.390419 -6.168895
O -1.035719 -1.008299 -7.485941
C -1.383413 -1.982310 -8.312812
O -1.182708 -3.155579 -8.104916
O -1.987630 -1.488849 -9.366070
C -2.541503 -2.348433 -10.353352
H -1.380656 -2.011786 -4.279227
H -2.398853 -2.525079 -5.686671
H -2.413994 -0.869077 -4.994942
H 0.074890 -2.209041 -6.258854
H -0.147283 -0.502743 -5.772730
H -1.868749 -2.420366 -11.203148
H -3.456316 -1.884418 -10.721653
H -2.824341 -3.277293 -9.862470
C 0.887140 6.734101 0.259635
C 1.033387 5.468423 1.053547
O 2.428309 5.269150 1.332372
C 2.798844 5.043289 2.580087
O 2.077563 4.919531 3.532934
O 4.122697 4.902573 2.602620
C 4.704189 4.750880 3.894422
H 1.247751 7.606444 0.798762
H -0.165301 6.882615 -0.007012
H 1.345287 6.701146 -0.730864
H 0.678170 4.556586 0.568827
H 0.470128 5.488876 1.989590
H 4.608675 5.669181 4.468200
H 5.771543 4.642216 3.679156
H 4.424867 3.827004 4.394067
C -5.775649 4.760603 4.375831
C -4.618614 5.462277 3.702558
O -4.906763 5.518926 2.290329
C -4.143680 4.809632 1.484089
O -3.325183 3.979195 1.793887
O -4.456084 5.166551 0.230911
C -3.791431 4.431253 -0.793765
H -5.721678 3.671090 4.374083
H -6.738610 5.013857 3.931783
H -5.860706 5.057903 5.425112
H -3.673459 4.967101 3.908057
H -4.526909 6.484050 4.063058
H -4.030533 4.872449 -1.758225
H -4.234753 3.433329 -0.817233
H -2.717968 4.423771 -0.640530
C 3.934958 -8.371124 -1.785878
C 3.066908 -7.235240 -1.271174
O 2.591365 -6.543879 -2.425333
C 2.263923 -5.266949 -2.311188
O 2.590152 -4.527281 -1.415921
O 1.547133 -4.940523 -3.382861
C 1.197633 -3.567442 -3.553952
H 4.327053 -8.966128 -0.960276
H 4.804394 -7.974167 -2.307849
H 3.351738 -9.007872 -2.448970
H 3.688805 -6.551528 -0.691135
H 2.293570 -7.611944 -0.602507
H 0.555213 -3.555481 -4.433077
H 2.047180 -2.960844 -3.869266
H 0.658827 -3.232248 -2.672125
C 0.694776 -3.806714 3.278462
Br 1.435543 -2.054025 3.746768
Br 0.801106 -4.224901 1.352020
Br -1.119328 -4.030638 3.909509
H 1.312087 -4.545087 3.767422

Forces on atoms 1 to 2 (eV/Å):
C 0.353 -0.161 0.448
C 0.694 0.162 -0.796

Atomic partial charges in e from the Mulliken method, atoms 1 to 99: number 1, C, carries -0.263; number 2, C, carries -0.443; number 3, C, carries -0.591; number 4, C, carries 0.320; number 5, C, carries -0.762; number 6, C, carries -0.566; number 7, N, carries 0.929; number 8, O, carries -0.565; number 9, O, carries -0.565; number 10, H, carries 0.617; number 11, H, carries 0.491; number 12, H, carries 0.564; number 13, H, carries 0.409; number 14, H, carries 0.376; number 15, C, carries -0.546; number 16, C, carries -0.738; number 17, C, carries 0.248; number 18, C, carries -0.348; number 19, C, carries -0.281; number 20, C, carries 0.165; number 21, N, carries 1.049; number 22, O, carries -0.615; number 23, O, carries -0.622; number 24, H, carries 0.011; number 25, H, carries 0.916; number 26, H, carries -0.194; number 27, H, carries 0.664; number 28, H, carries 0.244; number 29, C, carries -1.000; number 30, C, carries -0.133; number 31, O, carries -0.100; number 32, C, carries 0.624; number 33, O, carries -0.586; number 34, O, carries -0.391; number 35, C, carries -0.298; number 36, H, carries 0.427; number 37, H, carries 0.378; number 38, H, carries 0.036; number 39, H, carries 0.393; number 40, H, carries 0.088; number 41, H, carries 0.279; number 42, H, carries 0.300; number 43, H, carries 0.044; number 44, C, carries -0.969; number 45, C, carries -0.215; number 46, O, carries -0.370; number 47, C, carries 0.810; number 48, O, carries -0.596; number 49, O, carries -0.348; number 50, C, carries -0.643; number 51, H, carries 0.205; number 52, H, carries 0.377; number 53, H, carries 0.325; number 54, H, carries 0.380; number 55, H, carries 0.257; number 56, H, carries 0.256; number 57, H, carries 0.233; number 58, H, carries 0.337; number 59, C, carries -1.316; number 60, C, carries 0.287; number 61, O, carries -0.306; number 62, C, carries 0.820; number 63, O, carries -0.573; number 64, O, carries -0.343; number 65, C, carries -0.667; number 66, H, carries 0.357; number 67, H, carries 0.338; number 68, H, carries 0.327; number 69, H, carries -0.138; number 70, H, carries 0.376; number 71, H, carries 0.306; number 72, H, carries 0.244; number 73, H, carries 0.288; number 74, C, carries -1.212; number 75, C, carries 0.020; number 76, O, carries -0.364; number 77, C, carries 0.696; number 78, O, carries -0.441; number 79, O, carries -0.404; number 80, C, carries -0.318; number 81, H, carries 0.296; number 82, H, carries 0.358; number 83, H, carries 0.385; number 84, H, carries 0.147; number 85, H, carries 0.308; number 86, H, carries 0.307; number 87, H, carries 0.284; number 88, H, carries 0.014; number 89, C, carries -1.298; number 90, C, carries 0.043; number 91, O, carries -0.327; number 92, C, carries 0.760; number 93, O, carries -0.498; number 94, O, carries -0.465; number 95, C, carries -0.366; number 96, H, carries 0.405; number 97, H, carries 0.311; number 98, H, carries 0.323; number 99, H, carries 0.149

---

Molecular formula: C33H51BrN5O4PS2Sr
Method: DFT, ωB97M-V/def2-TZVPD

Results
HOMO-LUMO gap ... 7.1 eV
E_LUMO ... 0.051 eV
Energy relative to the best compared isomer or geometry (same formula, charge and spin) ... 1.27 kcal/mol
Electronic energy ... -5605.30893 Ha

Atoms and positions in Å:
Sr -0.731641 -1.356397 -0.024940
O -2.093722 -0.002840 1.571307
N -2.840904 0.714975 2.383557
C -2.186087 1.471997 3.298669
C -2.840855 2.269736 4.190063
C -4.239488 2.298959 4.143558
C -4.890199 1.533980 3.215238
C -4.208968 0.704749 2.290624
S -5.054749 -0.219290 1.135919
H -1.113312 1.376173 3.239527
H -2.273341 2.853248 4.899594
H -4.801103 2.917772 4.830842
H -5.967838 1.530145 3.146532
O -5.150273 0.587676 -4.704360
C -4.191901 0.218029 -3.831148
C -4.150897 0.661692 -2.514865
C -3.122693 0.222235 -1.708211
N -2.161657 -0.610463 -2.135306
C -2.244671 -1.033038 -3.383142
Br -0.907462 -2.272693 -3.917697
C -3.214835 -0.662770 -4.287892
H -5.774902 1.182529 -4.273059
H -4.913322 1.310854 -2.103146
H -3.079887 0.520423 -0.666173
H -3.233317 -1.036675 -5.299936
C 3.930204 3.088399 -0.056652
C 3.278650 1.703873 -0.072663
C 3.219490 1.160196 1.362030
C 4.203238 0.742293 -0.832555
P 1.522270 1.550928 -0.809766
N 0.871427 0.212395 -0.405444
C 1.701464 1.737558 -2.699745
C 2.668510 2.809785 -3.209565
C 0.313991 2.017426 -3.296762
C 2.120180 0.371269 -3.263498
C 0.529199 3.049468 -0.185969
C -0.963647 2.742600 -0.380699
C 0.849734 4.410703 -0.808670
C 0.715893 3.148640 1.335230
H 4.951875 2.994783 0.327345
H 3.408211 3.787172 0.594787
H 3.996395 3.534117 -1.048904
H 4.251550 1.038552 1.717360
H 2.714708 0.194161 1.378567
H 2.719472 1.826997 2.059673
H 5.140042 0.640739 -0.273523
H 4.464270 1.099326 -1.826694
H 3.743334 -0.243510 -0.917023
H 2.428674 3.805275 -2.838891
H 2.608824 2.844425 -4.302253
H 3.705336 2.594368 -2.954280
H -0.041378 3.027028 -3.095282
H -0.419688 1.302312 -2.922443
H 0.374668 1.906262 -4.383635
H 3.161208 0.125849 -3.070171
H 1.980696 0.380489 -4.348793
H 1.498877 -0.414062 -2.834728
H -1.267030 2.698480 -1.423449
H -1.545043 3.537355 0.098406
H -1.218888 1.797565 0.101771
H 0.589364 4.458416 -1.865669
H 1.897569 4.687887 -0.705071
H 0.256740 5.176505 -0.298229
H 0.577207 2.171042 1.800056
H -0.040849 3.829536 1.736356
H 1.689397 3.542726 1.621650
O 5.658691 -0.350331 3.740746
C 4.902102 -1.423188 4.060520
O 4.861331 -1.824065 5.188158
C 4.134736 -2.050495 2.939611
C 4.564596 -2.003458 1.619873
C 3.822966 -2.607191 0.617569
C 2.631163 -3.241611 0.934594
S 1.658677 -3.915551 -0.391069
C 2.193600 -3.293462 2.255866
C 2.955697 -2.717826 3.254816
H 5.439371 -0.040419 2.851729
H 5.497212 -1.518398 1.357116
H 4.167839 -2.579115 -0.407311
H 1.260354 -3.785423 2.503105
H 2.642598 -2.762570 4.289225
N -2.763221 -5.550966 0.612922
C -3.263999 -5.076121 -0.671464
C -2.777745 -3.655875 -0.914182
N -3.071167 -2.730620 0.171260
C -2.696420 -3.290864 1.463117
C -3.232314 -4.691797 1.695088
H 1.143884 -4.943789 0.299677
H -3.047107 -6.508851 0.767739
H -4.365056 -5.072687 -0.713456
H -2.893298 -5.731035 -1.462494
H -3.189766 -3.277152 -1.849918
H -1.674339 -3.668374 -0.995649
H -3.967621 -2.255651 0.182284
H -3.007864 -2.605400 2.249917
H -1.593767 -3.377667 1.458149
H -4.330730 -4.641968 1.749661
H -2.858523 -5.078412 2.645042

Forces on atoms 1 to 2 (eV/Å):
Sr -0.345 0.542 0.401
O 0.187 -0.455 -0.369

Now the Mulliken charges, all in e: number 1, Sr, carries 2.225; number 2, O, carries 0.385; number 3, N, carries -0.667; number 4, C, carries -0.190; number 5, C, carries -0.890; number 6, C, carries -0.192; number 7, C, carries -0.813; number 8, C, carries 0.316; number 9, S, carries -0.419; number 10, H, carries 0.452; number 11, H, carries 0.432; number 12, H, carries 0.363; number 13, H, carries 0.430; number 14, O, carries -0.572; number 15, C, carries 0.723; number 16, C, carries -0.799; number 17, C, carries -0.462; number 18, N, carries 0.455; number 19, C, carries -0.220; number 20, Br, carries -0.099; number 21, C, carries -0.726; number 22, H, carries 0.324; number 23, H, carries 0.376; number 24, H, carries 0.212; number 25, H, carries 0.531; number 26, C, carries -1.930; number 27, C, carries 2.466; number 28, C, carries -1.305; number 29, C, carries -1.795; number 30, P, carries 0.538; number 31, N, carries -1.235; number 32, C, carries 2.409; number 33, C, carries -1.959; number 34, C, carries -1.959; number 35, C, carries -1.768; number 36, C, carries 2.453; number 37, C, carries -2.012; number 38, C, carries -1.989; number 39, C, carries -2.091; number 40, H, carries 0.486; number 41, H, carries 0.316; number 42, H, carries 0.292; number 43, H, carries 0.199; number 44, H, carries 0.181; number 45, H, carries 0.059; number 46, H, carries 0.560; number 47, H, carries 0.334; number 48, H, carries 0.100; number 49, H, carries 0.263; number 50, H, carries 0.521; number 51, H, carries 0.307; number 52, H, carries 0.223; number 53, H, carries 0.081; number 54, H, carries 0.696; number 55, H, carries 0.293; number 56, H, carries 0.551; number 57, H, carries 0.159; number 58, H, carries 0.244; number 59, H, carries 0.648; number 60, H, carries 0.105; number 61, H, carries 0.325; number 62, H, carries 0.278; number 63, H, carries 0.516; number 64, H, carries 0.095; number 65, H, carries 0.710; number 66, H, carries 0.330; number 67, O, carries -0.541; number 68, C, carries 0.361; number 69, O, carries -0.559; number 70, C, carries 0.327; number 71, C, carries -0.269; number 72, C, carries -0.652; number 73, C, carries 0.821; number 74, S, carries -0.134; number 75, C, carries -0.657; number 76, C, carries -1.119; number 77, H, carries 0.317; number 78, H, carries 0.562; number 79, H, carries 0.449; number 80, H, carries 0.398; number 81, H, carries 0.477; number 82, N, carries -0.354; number 83, C, carries -1.184; number 84, C, carries 0.254; number 85, N, carries -0.322; number 86, C, carries 0.347; number 87, C, carries -1.110; number 88, H, carries 0.218; number 89, H, carries 0.248; number 90, H, carries 0.383; number 91, H, carries 0.449; number 92, H, carries 0.409; number 93, H, carries -0.004; number 94, H, carries 0.015; number 95, H, carries 0.301; number 96, H, carries -0.182; number 97, H, carries 0.372; number 98, H, carries 0.507